(1)
DFT (ωB97M-V/def2-TZVPD) results for a single C4H7NO3 molecule.

Each line ends with the natural charge from an NBO analysis.
Positions of all 15 atoms, in Å:
1 C -1.750 -0.083 0.869  -0.687
2 C -0.467 0.182 0.165  0.247
3 N -0.265 0.137 -1.100  -0.138
4 O -1.311 0.349 -1.991  -0.553
5 C 0.878 0.022 0.813  -0.025
6 O 1.559 1.229 0.961  -0.708
7 C 1.565 -0.744 -0.492  0.432
8 O 2.537 -0.273 -1.039  -0.578
9 H -2.577 -0.070 0.162  0.241
10 H -1.711 -1.047 1.377  0.236
11 H -1.899 0.684 1.630  0.239
12 H -0.858 0.626 -2.803  0.485
13 H 0.838 -0.543 1.746  0.186
14 H 2.124 1.353 0.176  0.493
15 H 1.339 -1.821 -0.475  0.132

Forces on atoms 1 to 3 (eV/Å):
-0.285 1.069 -0.059
-0.662 -1.512 -0.685
-0.075 1.187 -0.256

frontier orbital gap = 10.22 eV
E_HOMO = -9.5131 eV
SMILES string = C/C(=N\O)[C@H](O)C=O
LUMO energy = 0.7059 eV
energy above the lowest of the compared OMol25 structures with the same formula, charge and spin = 101.0 kcal/mol
calculated total energy = -11890.8963 eV

(2)
DFT (ωB97M-V/def2-TZVPD) results for a molecular structure, C4H7NO3.

Each line ends with the natural charge from an NBO analysis.
Positions of all 15 atoms, in Å:
1 C -1.367 1.327 0.222  -0.625
2 C -0.240 0.350 -0.420  -0.063
3 C 1.140 0.283 0.150  -0.004
4 C 1.039 -1.231 0.045  0.589
5 H -1.395 2.323 -0.450  0.227
6 H -1.231 1.524 1.275  0.215
7 H -2.238 0.706 -0.049  0.225
8 H -0.444 0.730 -1.400  0.215
9 H 1.131 0.348 1.276  0.183
10 H 2.664 0.044 -0.666  0.494
11 H -1.654 -2.165 0.769  0.480
12 N -0.168 -1.137 -0.257  -0.123
13 O 2.278 1.053 -0.300  -0.666
14 O 1.908 -2.113 0.112  -0.613
15 O -1.425 -2.043 -0.305  -0.534

Forces on atoms 1 to 3 (eV/Å):
0.848 -0.642 -2.258
-2.024 2.165 1.106
1.169 1.773 2.398

frontier orbital gap = 10.12 eV
E_HOMO = -10.0245 eV
LUMO energy = 0.0971 eV
energy above the lowest of the compared OMol25 structures with the same formula, charge and spin = 154.4 kcal/mol
calculated total energy = -11888.5805 eV

(3)
DFT (ωB97M-V/def2-TZVPD) results for 2 unconnected molecules or ions with the total composition C4H7NO3.

Each line ends with the natural charge from an NBO analysis.
Positions of all 15 atoms, in Å:
1 O 2.068 -1.245 -0.549  -0.542
2 C 1.216 -0.381 -0.461  0.514
3 N -0.024 -0.504 -1.013  -0.596
4 C -1.297 0.045 -0.410  0.537
5 O -2.208 -0.757 -0.240  -0.649
6 C 1.325 0.884 0.259  0.187
7 C 0.157 1.721 0.318  -0.217
8 O -0.869 0.848 0.748  -0.455
9 H -0.069 -1.483 -1.289  0.427
10 H -1.467 0.950 -1.138  0.118
11 H -0.376 -3.230 1.289  -0.016
12 H 2.249 1.160 0.773  0.229
13 H -0.150 2.068 -0.710  0.217
14 H 0.268 2.578 0.978  0.232
15 H -0.821 -2.654 1.445  0.013

Forces on atoms 1 to 3 (eV/Å):
0.643 0.405 0.218
-0.919 -0.315 -0.083
0.887 -0.986 0.604

frontier orbital gap = 5.42 eV
E_HOMO = -9.2399 eV
LUMO energy = -3.8183 eV
energy above the lowest of the compared OMol25 structures with the same formula, charge and spin = 161.6 kcal/mol
calculated total energy = -11888.2695 eV

(4)
DFT (ωB97M-V/def2-TZVPD) results for 2 unconnected molecules or ions with the total composition C4H7NO3.

Each line ends with the natural charge from an NBO analysis.
Positions of all 15 atoms, in Å:
1 N -0.075 -4.397 -1.538  -0.827
2 C -0.720 -3.396 -0.908  0.856
3 O -1.022 -3.359 0.258  -0.632
4 O -1.386 -2.581 -1.856  -0.289
5 O -2.592 -2.041 -1.352  -0.411
6 H 0.386 -5.107 -0.997  0.414
7 H -0.113 -4.491 -2.537  0.414
8 H -2.523 -2.223 -0.387  0.476
9 C 1.648 4.257 2.467  -0.506
10 C 1.135 3.736 1.380  0.106
11 C 0.573 3.574 0.221  -0.488
12 H 1.442 5.275 2.767  0.220
13 H 2.491 3.862 3.012  0.218
14 H -0.385 3.085 0.138  0.224
15 H 1.142 3.806 -0.669  0.225

Forces on atoms 1 to 3 (eV/Å):
0.693 0.380 -0.213
-2.997 -0.672 -0.643
0.649 0.578 0.133

frontier orbital gap = 10.37 eV
E_HOMO = -9.7151 eV
SMILES string = NC(=O)OO.C=C=C
LUMO energy = 0.6551 eV
energy above the lowest of the compared OMol25 structures with the same formula, charge and spin = 128.7 kcal/mol
calculated total energy = -11889.6957 eV

(5)
DFT (ωB97M-V/def2-TZVPD) results for a single C4H7NO3 molecule.

Each line ends with the natural charge from an NBO analysis.
Positions of all 15 atoms, in Å:
1 C 0.712 1.297 -0.904  -0.646
2 C -0.419 0.346 -0.775  -0.123
3 C 0.145 -1.112 -1.203  0.423
4 O -0.157 -1.323 -2.347  -0.518
5 N -0.929 0.081 0.579  -0.639
6 C -0.142 -0.329 1.568  0.872
7 O 1.088 -0.507 1.553  -0.684
8 O -0.789 -1.059 2.479  -0.704
9 H 0.320 2.289 -0.699  0.216
10 H 1.128 1.349 -1.909  0.229
11 H 1.646 1.006 -0.361  0.248
12 H -1.246 0.689 -1.369  0.213
13 H 0.800 -1.579 -0.443  0.172
14 H -1.952 0.235 0.579  0.427
15 H -0.204 -1.383 3.253  0.514

Forces on atoms 1 to 3 (eV/Å):
1.625 0.744 0.033
1.957 -3.040 1.371
-1.914 4.279 -1.227

frontier orbital gap = 9.63 eV
E_HOMO = -9.0189 eV
SMILES string = C[C@@H](C=O)NC(=O)O
LUMO energy = 0.6135 eV
energy above the lowest of the compared OMol25 structures with the same formula, charge and spin = 52.0 kcal/mol
calculated total energy = -11893.0239 eV

(6)
DFT (ωB97M-V/def2-TZVPD) results for a single C4H7NO3 molecule.

Each line ends with the natural charge from an NBO analysis.
Positions of all 15 atoms, in Å:
1 O 3.184 -0.037 0.101  -0.551
2 C 1.991 -0.084 -0.114  0.656
3 C 0.934 0.855 -0.138  -0.557
4 C -0.339 0.055 -0.352  0.073
5 C -1.581 0.440 0.233  -0.085
6 O -2.535 -0.528 -0.205  -0.694
7 O -0.037 -1.199 0.068  -0.362
8 N 1.298 -1.376 -0.214  -0.361
9 H 1.102 1.782 -0.779  0.260
10 H 0.772 1.270 0.848  0.246
11 H -0.448 0.013 -1.439  0.167
12 H -1.503 0.408 1.321  0.177
13 H -1.723 1.428 -0.205  0.181
14 H -2.843 -0.946 0.521  0.467
15 H 1.728 -2.079 0.355  0.384

Forces on atoms 1 to 3 (eV/Å):
-1.002 0.535 -0.663
1.638 -4.380 1.086
-2.194 4.398 0.005

frontier orbital gap = 9.80 eV
E_HOMO = -9.0346 eV
SMILES string = O=C1C[C@H](CO)ON1
LUMO energy = 0.7657 eV
energy above the lowest of the compared OMol25 structures with the same formula, charge and spin = 92.1 kcal/mol
calculated total energy = -11891.2836 eV

(7)
DFT (ωB97M-V/def2-TZVPD) results for a molecular structure, C4H7NO3.

Each line ends with the natural charge from an NBO analysis.
Positions of all 15 atoms, in Å:
1 C 1.168 -0.851 0.021  -0.418
2 C 0.561 1.545 0.046  -0.425
3 N 0.119 0.159 -0.024  -0.470
4 C -1.307 -0.169 0.580  0.810
5 C -1.275 -0.178 -1.214  0.553
6 O -1.369 -1.421 1.138  -0.687
7 O -1.944 0.747 1.054  -0.635
8 O -1.148 -0.084 -2.358  -0.471
9 H -1.131 -2.104 0.499  0.480
10 H 0.817 -1.782 -0.431  0.193
11 H 1.485 -1.038 1.051  0.210
12 H 2.031 -0.512 -0.557  0.216
13 H -0.316 2.185 0.137  0.245
14 H 1.110 1.801 -0.865  0.201
15 H 1.200 1.702 0.923  0.199

Forces on atoms 1 to 3 (eV/Å):
-0.147 0.146 0.191
-0.111 -0.080 0.309
-0.412 -0.144 0.208

frontier orbital gap = 9.59 eV
E_HOMO = -9.1516 eV
LUMO energy = 0.4426 eV
energy above the lowest of the compared OMol25 structures with the same formula, charge and spin = 90.6 kcal/mol
calculated total energy = -11891.3503 eV

(8)
DFT (ωB97M-V/def2-TZVPD) results for 2 unconnected molecules or ions with the total composition C4H7NO3S.

Each line ends with the natural charge from an NBO analysis.
Positions of all 16 atoms, in Å:
1 C -0.114 -0.027 0.534  -0.377
2 C -1.761 -1.340 0.002  0.846
3 C 2.341 0.249 -0.275  -0.604
4 C 1.207 -0.643 0.286  -0.521
5 N -2.762 -0.518 0.052  -0.839
6 O -1.507 -2.474 -0.135  -0.515
7 O 0.575 2.634 0.015  -0.862
8 O -1.883 1.927 0.382  -0.913
9 S -0.463 1.567 -0.003  1.785
10 H 3.118 -0.230 -0.804  0.216
11 H 2.971 0.775 0.494  0.217
12 H 1.916 0.911 -0.975  0.214
13 H 1.551 -1.100 1.128  0.243
14 H 0.912 -1.360 -0.533  0.235
15 H -2.445 0.446 0.234  0.452
16 H -3.655 -0.816 -0.402  0.423

Forces on atoms 1 to 3 (eV/Å):
-2.000 1.103 -1.446
1.930 0.925 1.272
0.390 0.411 1.746

frontier orbital gap = 7.94 eV
E_HOMO = -9.1804 eV
LUMO energy = -1.2377 eV
energy above the lowest of the compared OMol25 structures with the same formula, charge and spin = 88.1 kcal/mol
calculated total energy = -22724.8330 eV